Entry from the OMol25 dataset: a structure of composition C21H30MoN2Si at a distorted geometry (ωB97M-V/def2-TZVPD).

The geometry in XYZ format:
```
55
Properties=species:S:1:pos:R:3:nbo_charge:R:1
C -0.16689 1.23620 2.77352 -0.261
C -0.32797 -0.19195 2.73047 -0.200
C 0.92643 -0.79932 3.07233 -0.259
H -1.25701 -0.73338 2.56451 0.305
C 1.86480 0.24907 3.32892 -0.242
C 1.18500 1.51072 3.15327 -0.243
H 1.61082 2.48429 3.37047 0.285
H -0.95325 1.97570 2.62556 0.293
H 1.11431 -1.85751 3.18216 0.293
H 2.88360 0.11642 3.67965 0.278
Mo 1.17889 0.38382 1.21982 0.868
C 0.96559 -0.94418 -1.68752 -1.005
H 1.54612 -1.72199 -1.17682 0.235
H 1.54836 -0.01824 -1.76682 0.198
H 0.77537 -1.29015 -2.72795 0.288
Si -0.83963 -0.69263 -0.84488 1.241
C -1.94677 0.28462 -2.02519 -0.394
C -3.08499 0.90900 -1.48792 -0.238
H -3.40497 0.66113 -0.47437 0.213
C -3.80098 1.85741 -2.22580 -0.199
H -4.67768 2.33846 -1.78988 0.237
C -3.38337 2.16446 -3.52875 -0.179
H -3.92671 2.91849 -4.10937 0.240
C -2.28328 1.50733 -4.09271 -0.189
H -1.98071 1.74772 -5.11459 0.235
C -1.57254 0.55137 -3.35004 -0.234
H -0.73039 0.00732 -3.79715 0.212
C -1.65523 -2.22933 -0.17821 -0.530
C -3.04063 -2.40733 -0.26360 -0.121
H -3.61373 -1.80258 -0.97447 0.222
C -3.67863 -3.38679 0.50962 -0.210
H -4.75125 -3.56195 0.39067 0.240
C -2.94476 -4.17941 1.40329 -0.175
H -3.45136 -4.92878 2.01618 0.241
C -1.55694 -4.02534 1.47778 -0.213
H -0.97230 -4.65896 2.14847 0.230
C -0.91159 -3.10907 0.63534 -0.210
H 0.17952 -3.10060 0.59889 0.195
H 0.37704 -1.00270 0.42185 0.029
H -1.26182 0.22182 0.24307 -0.082
N 1.38236 2.21394 -0.02283 -0.808
C 2.48137 2.16390 -1.01928 -0.226
C 3.85084 2.05123 -0.36096 -0.452
C 3.98958 1.20285 0.89724 -0.227
N 3.22712 -0.07620 0.80984 -0.799
H 1.49425 3.02268 0.59031 0.417
H 0.47215 2.32595 -0.48385 0.436
H 2.31373 1.31851 -1.69708 0.211
H 2.43664 3.08989 -1.61028 0.246
H 4.56711 1.68866 -1.11502 0.255
H 4.18813 3.06858 -0.11176 0.253
H 5.04955 0.97913 1.06202 0.252
H 3.62774 1.74901 1.78089 0.203
H 3.58521 -0.77848 1.46265 0.426
H 3.35374 -0.50279 -0.11168 0.421
```

As for the total energy: -34959.84141 eV. As for the charge: +2. The multiplicity is 3. The calculation puts the HOMO energy (spin up / spin down) at -14.2 / -14.2 eV. The relative energy (zero: lowest compared OMol25 entry of this formula, charge and spin) is 0.0 kJ/mol.

=====

Entry from the OMol25 dataset: a structure of composition C15H32B2F4N9O5SiY (ωB97M-V/def2-TZVPD).

The geometry in XYZ format:
```
69
Properties=species:S:1:pos:R:3:nbo_charge:R:1
Y 0.30672 -0.19504 -0.13985 2.048
C 3.56300 3.25745 -0.87180 -0.699
C 2.68989 2.23385 -0.23984 0.294
N 1.41725 2.15161 -0.33068 -0.188
O 0.83419 3.08721 -1.19816 -0.594
B -0.08344 3.93413 -0.61315 1.411
F -0.17631 4.06501 0.69553 -0.478
F -0.81738 4.65551 -1.43002 -0.468
O -1.97137 2.01783 -0.14493 -0.345
N -1.35158 1.33941 0.71668 -0.156
C -1.63065 1.53052 2.02553 0.275
C -2.68557 2.47160 2.47439 -0.705
C -0.82064 0.77875 2.92737 0.193
N 0.21022 0.15058 2.37258 -0.089
O 0.92915 -0.53439 3.22020 -0.436
B 2.49881 -0.56629 3.07168 1.268
F 2.88690 0.68113 3.50047 -0.526
F 2.88600 -1.63077 3.81055 -0.503
O 2.96146 -0.80927 1.67681 -0.575
N 2.55491 0.14762 0.77841 -0.234
C 3.28939 1.18491 0.65294 0.305
C 4.59319 1.43511 1.31942 -0.695
C -1.03416 0.74514 4.39841 -0.684
H 3.00582 3.91467 -1.52954 0.258
H 4.35809 2.76245 -1.43222 0.259
H 4.04751 3.85257 -0.09508 0.272
H -3.10918 3.00626 1.63071 0.269
H -2.27434 3.18657 3.18882 0.266
H -3.47977 1.92415 2.98788 0.260
H 4.95148 0.53453 1.80629 0.275
H 4.47626 2.21257 2.07691 0.272
H 5.32607 1.78020 0.58974 0.244
H -1.89903 1.32876 4.69623 0.240
H -0.14418 1.12170 4.90580 0.274
H -1.16003 -0.28618 4.73115 0.263
C -3.31524 -4.83782 0.25451 -0.433
N -3.08206 -3.41517 0.00487 -0.388
C -4.19736 -2.57854 -0.42428 -0.422
C -1.87531 -2.84556 0.17671 0.674
N -1.62667 -1.57985 -0.03602 -0.929
N -0.88714 -3.69923 0.62799 -0.609
C 0.44661 -3.41918 0.87244 0.672
N 1.08025 -4.38856 1.56310 -0.777
N 1.02251 -2.35282 0.43162 -0.913
H -4.34380 -5.07015 0.00275 0.248
H -3.17346 -5.09285 1.30756 0.213
H -2.68020 -5.46462 -0.37480 0.216
H -5.08872 -3.19162 -0.49623 0.242
H -4.00946 -2.14178 -1.40754 0.210
H -4.39719 -1.78315 0.29731 0.212
H -2.47462 -1.10128 -0.31642 0.384
H -1.16378 -4.64948 0.80477 0.424
H 0.56702 -5.05009 2.12091 0.412
H 2.04165 -4.24266 1.82720 0.428
H 1.97449 -2.28154 0.79142 0.415
C -1.33260 2.00256 -3.79424 -0.530
Si 0.30538 0.45397 -3.82348 2.026
C 1.66106 1.50231 -4.50326 -1.179
C -0.51414 -0.74765 -4.95436 -1.175
O 0.37096 0.10115 -2.29221 -1.308
H -1.40088 2.16325 -4.86452 0.229
H -0.82408 2.74573 -3.19266 0.232
H -2.11573 1.42358 -3.32117 0.222
H 1.41647 1.88039 -5.49659 0.273
H 2.56493 0.89237 -4.59282 0.278
H 1.87686 2.34353 -3.84444 0.264
H -0.71811 -0.31229 -5.93287 0.273
H -1.43559 -1.15110 -4.53691 0.264
H 0.17922 -1.58171 -5.10759 0.281
```

As for the total energy: -60862.20434 eV. As for the charge: +2. The calculation puts the HOMO energy (spin up / spin down) at -14.9 / -14.5 eV. The relative energy (zero: lowest compared OMol25 entry of this formula, charge and spin) is 0.0 kJ/mol.

=====

Entry from the OMol25 dataset: a structure of composition C22H64BMnN4O9 at a distorted geometry (ωB97M-V/def2-TZVPD).

The geometry in XYZ format:
```
101
Properties=species:S:1:pos:R:3:mulliken_spin:R:1
Mn 21.85950 0.15948 -21.05922 4.853
B 20.27956 1.90352 -20.62928 -0.382
H 20.25248 1.53226 -21.78987 0.057
H 19.77154 0.97440 -20.03754 0.087
H 21.44058 2.09605 -20.31761 0.121
H 19.80049 2.99587 -20.51680 -0.005
C 23.83820 1.50077 -12.07860 0.000
O 22.73011 1.99063 -12.77792 0.000
C 21.97990 3.03441 -12.15960 0.000
C 20.51879 2.76722 -12.40959 0.000
N 20.27921 2.76120 -13.87562 0.000
C 18.97895 2.19123 -14.18144 0.000
C 18.67518 2.28009 -15.66253 0.000
O 19.67643 1.72621 -16.48375 -0.003
C 20.65207 2.63161 -16.99365 -0.011
H 23.96880 0.46689 -12.39261 0.000
H 23.69936 1.50499 -10.98881 0.000
H 24.73874 2.09769 -12.26438 0.000
H 22.25496 3.97105 -12.66304 0.000
H 22.24499 3.13683 -11.10470 0.000
H 19.90499 3.55915 -11.97780 0.000
H 20.24158 1.77344 -12.02603 0.000
H 20.96714 2.09733 -14.22223 0.000
H 18.19366 2.67828 -13.60294 0.000
H 18.97984 1.11611 -13.92298 0.000
H 18.43552 3.30986 -15.97138 0.000
H 17.72399 1.76818 -15.85868 0.000
H 21.09429 2.09673 -17.82926 0.015
H 21.37652 2.81532 -16.19432 -0.001
H 20.28317 3.60879 -17.31765 0.000
C 17.00852 2.33331 -22.37016 0.005
C 16.44087 2.13556 -20.99249 -0.001
O 17.25283 2.71315 -19.98149 0.000
O 18.18450 1.55579 -22.60765 0.008
H 17.21112 3.39801 -22.53484 0.000
H 16.26636 2.03076 -23.10958 0.000
H 16.36702 1.06034 -20.78788 0.000
H 15.46068 2.61029 -20.96845 0.000
H 18.11675 2.30182 -20.03705 0.000
H 18.89575 1.93841 -22.07241 0.049
C 22.07330 5.32649 -19.74151 -0.002
C 20.61644 5.66556 -19.47365 -0.001
O 20.57771 6.50719 -18.32673 0.000
O 22.21623 4.54787 -20.92574 -0.001
H 22.48024 4.76195 -18.89486 0.000
H 22.63089 6.25024 -19.88051 0.000
H 20.07819 4.72803 -19.30381 0.002
H 20.19720 6.15387 -20.35972 0.000
H 19.69249 6.48673 -17.95487 0.000
H 21.51624 3.88584 -20.99282 0.004
C 20.30835 -0.39442 -25.15732 0.004
C 21.34282 -0.22907 -24.03748 -0.015
C 21.85108 1.19719 -23.94447 0.020
O 22.57921 1.38884 -22.74488 0.036
C 23.72797 2.23851 -22.86836 0.018
N 20.80020 -0.73975 -22.72228 0.098
H 20.54837 0.23315 -26.02350 0.001
H 19.30866 -0.08825 -24.83752 -0.003
H 20.31944 -1.40167 -25.57366 -0.001
H 22.17157 -0.88491 -24.32697 -0.019
H 21.01367 1.90599 -24.04154 0.001
H 22.43757 1.42649 -24.83910 0.000
H 23.44052 3.28843 -22.89794 0.002
H 24.23674 2.02700 -23.81664 0.002
H 24.44115 2.01430 -22.08360 -0.013
H 19.84290 -0.37352 -22.66627 -0.010
H 20.59006 -1.71747 -22.93304 0.008
C 21.19520 -2.26990 -17.32700 0.003
C 21.34214 -1.03908 -18.20652 0.019
C 22.79580 -0.57450 -18.23589 -0.006
O 22.77010 0.63146 -19.02699 -0.030
C 24.03249 1.28268 -19.15743 0.028
N 21.01105 -1.32229 -19.62298 0.059
H 21.90962 -3.04854 -17.60344 0.000
H 20.21800 -2.71665 -17.52444 0.000
H 21.28001 -1.97677 -16.28420 0.001
H 20.75214 -0.20860 -17.81850 -0.003
H 23.36979 -1.36365 -18.74729 0.005
H 23.24871 -0.36170 -17.26795 0.001
H 24.68199 1.09210 -18.30309 0.004
H 23.87708 2.35783 -19.24331 0.001
H 24.55035 0.94255 -20.06437 -0.001
H 20.00418 -1.20201 -19.74997 -0.017
H 21.21293 -2.26742 -19.93812 0.015
C 18.11447 -3.56154 -21.98618 0.000
C 17.53583 -2.18387 -22.31338 0.003
C 16.02321 -2.22651 -22.36833 0.000
O 15.44290 -0.97680 -22.62948 0.000
C 15.33734 -0.64967 -24.00888 0.000
N 18.06506 -1.16664 -21.37868 0.001
H 17.98978 -4.24938 -22.81917 0.000
H 17.65787 -3.98809 -21.08400 0.000
H 19.16595 -3.49011 -21.69136 0.000
H 17.96940 -1.95040 -23.29492 -0.001
H 15.56616 -2.58937 -21.44395 0.000
H 15.75189 -2.97088 -23.13929 0.000
H 14.91712 -1.48781 -24.57766 0.000
H 16.32478 -0.44055 -24.43861 0.000
H 14.68808 0.21538 -24.07995 0.000
H 17.63238 -1.24184 -20.45798 0.000
H 17.70736 -0.25995 -21.69738 -0.002
```

As for the total energy: -80227.87821 eV. As for the charge: +1. The multiplicity is 6. The calculation puts the HOMO energy (spin up / spin down) at -10.6 / -10.6 eV.

=====

Entry from the OMol25 dataset: a cluster of 2 separate species, C46H54F3N3O5S2 in total at a distorted geometry (ωB97M-V/def2-TZVPD).

The geometry in XYZ format:
```
113
Properties=species:S:1:pos:R:3:mulliken_charge:R:1
C -3.64951 -1.22863 -4.11350 -1.512
C -3.60990 -2.02043 -2.80938 1.134
C -4.29628 -3.37919 -2.97229 -1.379
C -4.26182 -1.25291 -1.65407 0.503
C -5.64942 -1.11058 -1.70763 -0.641
C -6.37302 -0.76018 -0.57627 -1.227
C -5.69414 -0.44208 0.59559 -0.730
C -4.30079 -0.50410 0.66420 0.814
C -3.61805 -0.37266 2.03078 1.989
C -4.51223 -0.87991 3.17095 -1.996
C -3.13608 1.04178 2.32367 -1.270
C -3.56411 -0.83670 -0.50206 -1.210
N -2.15733 -1.13720 -0.41067 1.586
N -1.87671 -2.45595 -0.28411 -0.813
N -0.54291 -2.51294 -0.07308 2.210
C -0.00488 -3.77452 0.38533 -1.552
C 0.07269 -4.83574 -0.53464 0.699
C -0.52940 -4.73431 -1.93276 2.646
C -1.45742 -5.91565 -2.22633 -1.578
C 0.53795 -4.58956 -3.01612 -1.408
C 0.74127 -6.00328 -0.15444 -0.205
C 1.23763 -6.13644 1.14211 -1.540
C 1.04078 -5.12187 2.07869 -0.467
C 0.35728 -3.95356 1.73646 0.450
C -0.04610 -2.95855 2.82570 1.581
C 1.09757 -2.04677 3.26589 -1.326
C -0.65852 -3.65847 4.04878 -1.772
C 0.04672 -1.26247 -0.23001 -0.885
C 1.48026 -1.10084 -0.25132 0.814
C 2.07225 0.17372 -0.02194 -0.618
C 3.41693 0.38927 -0.25667 -0.836
C 4.24316 -0.68191 -0.55073 0.186
C 5.71807 -0.40191 -0.58655 0.973
F 6.44763 -1.45990 -1.02614 -0.285
F 6.00448 0.66527 -1.40362 -0.260
F 6.19027 -0.08319 0.66385 -0.269
C 3.72745 -1.96503 -0.73678 -1.836
C 2.36381 -2.17573 -0.57002 0.282
C -0.98108 -0.33834 -0.44102 0.955
C -0.94961 1.03480 -0.68746 -2.134
H -3.09221 -0.29124 -4.00994 0.389
H -3.20033 -1.81210 -4.92601 0.438
H -4.68335 -0.98349 -4.39120 0.280
H -2.56752 -2.19653 -2.52436 -0.266
H -4.27865 -3.92302 -2.01933 0.303
H -5.34738 -3.24814 -3.26580 0.382
H -3.79711 -3.99363 -3.73199 0.354
H -6.17852 -1.35695 -2.63210 0.366
H -7.46542 -0.77863 -0.59671 0.366
H -6.27404 -0.19145 1.48558 0.237
H -2.73503 -1.02749 1.98099 -0.591
H -4.92882 -1.86492 2.93049 0.454
H -3.93628 -0.97882 4.09911 0.390
H -5.34399 -0.18887 3.36380 0.422
H -2.47024 1.40213 1.53251 0.282
H -3.98888 1.72883 2.40650 0.305
H -2.58561 1.05702 3.27287 0.342
H -1.15043 -3.83068 -1.93127 -1.566
H -2.24700 -5.97444 -1.46648 0.349
H -1.93134 -5.78530 -3.20776 0.373
H -0.90088 -6.86343 -2.22513 0.374
H 1.16101 -3.70396 -2.83495 0.333
H 1.19198 -5.47485 -3.03742 0.309
H 0.05443 -4.48000 -3.99638 0.426
H 0.86637 -6.80544 -0.88888 0.375
H 1.77750 -7.04325 1.42818 0.350
H 1.39575 -5.24035 3.10525 0.375
H -0.82900 -2.32571 2.38239 -0.538
H 1.55889 -1.54844 2.40395 0.226
H 0.70544 -1.27495 3.94400 0.423
H 1.87387 -2.62065 3.79323 0.304
H -1.46026 -4.34419 3.74752 0.395
H 0.10002 -4.22880 4.60395 0.351
H -1.09052 -2.91108 4.72700 0.436
H 1.45633 0.98704 0.36602 0.887
H 3.83542 1.38880 -0.17168 0.249
H 4.37384 -2.79344 -1.01112 0.536
H 1.95766 -3.18775 -0.67384 0.461
H 0.00593 1.46237 -0.93968 0.533
H -1.91224 1.53593 -0.75040 0.377
C 2.59425 4.41774 5.62154 -0.843
O 3.30557 4.06844 4.41400 -0.435
C 2.70054 4.05328 3.20539 0.543
C 1.38150 4.52952 2.95647 -0.814
C 0.81981 4.34239 1.69731 -0.537
C 1.60728 3.93763 0.60708 0.488
C 1.22673 3.91105 -0.80331 -0.487
C 1.99083 4.77891 -1.55216 -0.828
S 2.34273 4.78335 -3.29356 1.320
O 3.78147 4.73811 -3.44295 -0.627
O 1.46688 3.81047 -3.90932 -0.700
C 1.76744 6.42598 -3.74331 -0.714
C 2.47652 7.61081 -3.11349 -0.576
C 3.38306 7.35829 -1.93591 -0.999
S 2.69782 6.21959 -0.72799 1.491
O 1.57789 6.89674 -0.10084 -0.695
O 3.88407 5.87001 0.03465 -0.706
C 2.97486 3.63752 0.86377 -0.482
C 3.47620 3.54592 2.13021 -0.695
H 3.25577 4.03944 6.40678 0.253
H 2.49783 5.51214 5.70128 0.318
H 1.60499 3.93447 5.69667 0.354
H 0.79654 5.00663 3.74749 0.454
H -0.21137 4.62790 1.48884 0.519
H 0.40430 3.34378 -1.24059 0.445
H 1.91567 6.42403 -4.83123 0.472
H 0.69443 6.40146 -3.51644 0.406
H 3.08329 8.09268 -3.88359 0.337
H 1.72040 8.33831 -2.80296 0.279
H 4.37708 6.98021 -2.20447 0.380
H 3.46444 8.26682 -1.31983 0.549
H 3.62015 3.45402 0.00504 1.137
H 4.47473 3.13879 2.30218 0.531
```

As for the total energy: -93104.84342 eV. The calculation puts the HOMO energy at -6.3 eV.

=====

Entry from the OMol25 dataset: the molecule C3H2N2O2 at a distorted geometry (ωB97M-V/def2-TZVPD).

The geometry in XYZ format:
```
9
Properties=species:S:1:pos:R:3:nbo_charge:R:1
H -2.07233 -2.15442 -0.10456 0.404
N -2.08784 -1.17531 0.17812 -0.545
C -1.05058 -0.48618 0.13381 0.498
C -0.81505 0.88037 0.44354 0.212
N -0.03966 1.74548 0.43731 -0.241
O 0.59988 -0.61853 -0.46778 -0.590
C 1.47111 0.44686 -0.18902 0.601
O 1.98011 0.88924 -1.17808 -0.494
H 1.91258 0.57441 0.82041 0.156
```

As for the total energy: -10214.19967 eV. The calculation puts the HOMO energy at -10.7 eV. The relative energy (zero: lowest compared OMol25 entry of this formula, charge and spin) is 384.9 kJ/mol.